## one
ORCA calculation (ωB97M-V with the def2-TZVPD basis set) on C29H22Cl2N2O9ReS as an isolated structure.

ORCA input file:
```
! RIJCOSX wB97M-V def2-TZVPD def2/J DEFGRID3
* xyz -2 2
Re -0.10346 0.13210 -1.30792
O -2.03358 1.06855 -5.23428
C -1.35737 0.70401 -4.26038
O -1.63924 -0.03938 -3.29748
C 0.10835 1.11093 -4.26615
C 0.73372 1.77068 -5.31550
C 2.10814 1.94837 -5.28691
C 2.84099 1.41729 -4.22966
C 2.14652 0.78133 -3.22171
N 0.81365 0.68142 -3.22090
C 2.78551 0.06402 -2.06174
O 3.99708 0.03008 -1.91588
O 1.89088 -0.51852 -1.32576
H 0.10697 2.10008 -6.13164
H 2.61169 2.47005 -6.09299
H 3.91864 1.46302 -4.16707
Cl 5.82105 1.19212 3.04816
C 4.21753 0.98229 2.35238
C 3.36147 0.01930 2.90191
C 2.11965 -0.17521 2.36970
Cl 1.05486 -1.35299 3.08263
C 1.63032 0.55877 1.23411
O 0.47082 0.31425 0.77399
C 2.51587 1.57675 0.76457
C 2.14183 2.46116 -0.32533
O 1.04887 2.47774 -0.87463
C 3.79891 1.74982 1.30465
H 3.68175 -0.57483 3.74745
H 2.93860 3.15826 -0.65956
H 4.44928 2.50678 0.88280
C -1.98657 3.45731 -2.06223
C -2.63290 3.08742 -0.75694
C -3.49972 3.96222 -0.10920
C -4.10284 3.61180 1.09173
C -3.83316 2.36985 1.65477
C -2.97020 1.47053 1.03884
C -2.68607 0.11989 1.63242
C -2.37972 1.84472 -0.16834
N -1.52418 0.97685 -0.81261
H -2.14176 4.51595 -2.27684
H -2.40177 2.87204 -2.88817
H -0.91613 3.25588 -2.03476
H -3.70021 4.92695 -0.56171
H -4.77901 4.30046 1.58574
H -4.29623 2.08460 2.59298
H -3.18805 0.01497 2.59628
H -1.61278 -0.03121 1.76736
H -3.02515 -0.67567 0.96313
C 0.63993 -4.97468 4.69848
C 0.10242 -4.50930 3.37230
C -1.10480 -3.83602 3.28030
C -1.57577 -3.36361 2.05808
C -0.82734 -3.55931 0.91404
C 0.38388 -4.24250 0.98713
C 0.83667 -4.71390 2.20324
S -1.40963 -3.00704 -0.67453
O -1.24287 -4.14384 -1.55110
O -2.75351 -2.52662 -0.46329
O -0.43811 -1.94037 -0.97906
H -0.08357 -4.80963 5.49709
H 1.55158 -4.43180 4.95756
H 0.88678 -6.03811 4.68157
H -1.68906 -3.66696 4.17863
H -2.52199 -2.84642 1.98246
H 0.95604 -4.39698 0.08335
H 1.78649 -5.23567 2.25441
*
```

Kohn-Sham gap (spin up / spin down), eV: 4.8 / 5.4

These are the Mulliken partial charges, in e, on atoms 1 to 5:
1. Re 2.557
2. O -0.840
3. C 0.008
4. O -0.516
5. C 0.666



## two
ORCA calculation (ωB97M-V with the def2-TZVPD basis set) on C29H22Cl2N2O9ReS as an isolated structure.

ORCA input file:
```
! RIJCOSX wB97M-V def2-TZVPD def2/J DEFGRID3
* xyz -2 2
Re -1.23177 0.31966 0.08660
O -2.81102 -2.78310 2.22026
C -2.55172 -1.72132 1.66948
O -1.38205 -1.21226 1.54047
C -3.66103 -0.84728 1.13806
C -4.96966 -1.26609 1.21251
C -5.96035 -0.40133 0.77755
C -5.60451 0.86141 0.35338
C -4.26971 1.24949 0.31004
N -3.29861 0.36620 0.64469
C -3.97633 2.73817 -0.05094
O -5.01318 3.39632 -0.26436
O -2.79222 3.08377 -0.05665
H -5.16117 -2.25655 1.59944
H -7.00184 -0.70212 0.79063
H -6.32487 1.61111 0.05757
Cl 3.09541 2.71709 -5.49128
C 2.34519 2.00016 -4.07658
C 3.16250 1.40293 -3.10402
C 2.60310 0.82514 -2.00252
Cl 3.63264 0.12956 -0.79421
C 1.17864 0.77797 -1.78622
O 0.72142 0.18002 -0.76937
C 0.39909 1.44881 -2.77890
C -1.02941 1.50890 -2.70145
O -1.74953 1.13733 -1.77078
C 0.99367 2.02683 -3.91406
H 4.23770 1.40581 -3.22120
H -1.54531 1.93668 -3.57217
H 0.35950 2.49254 -4.65891
C 1.62134 -0.40869 2.19934
C 1.85028 1.07211 2.12075
C 3.04775 1.64891 2.51231
C 3.27909 3.01258 2.37766
C 2.28454 3.80740 1.82088
C 1.06828 3.27738 1.41468
C 0.00975 4.12650 0.78107
C 0.83208 1.89285 1.58573
N -0.37118 1.34591 1.24552
H 2.43985 -0.89703 2.73444
H 1.55200 -0.84021 1.19470
H 0.67678 -0.64418 2.68916
H 3.82443 1.00669 2.91809
H 4.22361 3.44534 2.68591
H 2.45547 4.87172 1.68767
H 0.29941 5.18007 0.79470
H -0.95963 4.00493 1.26333
H -0.17161 3.82878 -0.25643
C 3.24561 -4.46318 1.59243
C 2.15176 -4.00946 0.66076
C 2.46202 -3.42970 -0.56348
C 1.46449 -2.93149 -1.38852
C 0.14075 -3.02983 -0.99698
C -0.19171 -3.61797 0.21701
C 0.81473 -4.10037 1.03670
S -1.15408 -2.35509 -2.01142
O -2.01338 -3.45589 -2.37657
O -0.51635 -1.65644 -3.10779
O -1.88546 -1.42565 -1.08806
H 4.09985 -4.85905 1.04038
H 2.88902 -5.23593 2.27504
H 3.60324 -3.62633 2.19820
H 3.49930 -3.33095 -0.86198
H 1.70157 -2.44296 -2.32342
H -1.22242 -3.66076 0.54163
H 0.55424 -4.52586 1.99952
*
```

Kohn-Sham gap (spin up / spin down), eV: 4.8 / 5.8

These are the Mulliken partial charges, in e, on atoms 1 to 5:
1. Re 1.662
2. O -0.825
3. C 0.151
4. O -0.506
5. C 0.774



Most stable of them? two.



## one
ORCA calculation (ωB97M-V with the def2-TZVPD basis set) on a 2-piece molecular cluster, C9H11O3 overall.

ORCA input file:
```
! RIJCOSX wB97M-V def2-TZVPD def2/J DEFGRID3
* xyz -1 1
C 1.01912 2.45529 3.15267
C 0.75711 -0.81970 0.39037
C 1.61784 -0.93153 1.46532
C -0.08292 0.30390 0.22282
C 1.72662 0.17015 2.33876
C 0.01892 1.32718 1.13356
C 0.96791 1.30089 2.19262
O 0.66746 -1.81404 -0.53064
H 1.01976 -2.61471 -0.15156
H 2.08075 -1.86161 1.76998
H -0.71166 0.35104 -0.65521
H 2.51089 0.13797 3.08989
H -0.58829 2.22218 1.05530
H 1.19642 2.32393 4.21551
H -0.00834 2.86811 3.14043
H 1.50701 3.33360 2.72787
C -1.53904 -1.12918 -4.17032
C -2.46319 -1.46980 -2.94550
O -1.94550 -1.37979 -1.80867
O -3.62798 -1.78548 -3.28836
H -1.93504 -0.16984 -4.53271
H -1.67921 -1.88697 -4.93444
H -0.50865 -0.93160 -3.87770
*
```

Kohn-Sham gap, eV: 6.8

These are the Mulliken partial charges, in e, on atoms 1 to 5:
1. C -1.332
2. C 0.774
3. C -0.687
4. C -0.482
5. C -0.437



## two
ORCA calculation (ωB97M-V with the def2-TZVPD basis set) on a 2-piece molecular cluster, C9H11O3 overall.

ORCA input file:
```
! RIJCOSX wB97M-V def2-TZVPD def2/J DEFGRID3
* xyz -1 1
C 0.13308 3.94224 1.57762
C 0.26932 2.72527 2.50855
O 0.74169 1.68148 2.00588
O -0.10063 2.91327 3.69328
H -0.21117 3.63706 0.59517
H 1.10571 4.40241 1.44067
H -0.50124 4.71316 2.01370
C -0.69041 -1.10430 1.48761
C -0.08397 -0.48211 -2.21171
C 0.44086 -1.68416 -2.60782
C -0.49793 -0.28650 -0.88584
C -0.40810 -1.31134 0.03129
C 0.32323 -2.78264 -1.74077
C -0.04681 -2.58650 -0.42859
O 1.07716 -1.80150 -3.82040
H -0.20271 0.35421 -2.89693
H -0.83927 0.69718 -0.60143
H 0.47093 -3.78810 -2.14307
H 1.21778 -2.74300 -4.00067
H -0.96497 -0.08097 1.66596
H 0.24509 -1.20363 2.05224
H -0.11208 -3.43305 0.24672
H -1.36555 -1.77847 2.01853
*
```

Kohn-Sham gap, eV: 6.7

These are the Mulliken partial charges, in e, on atoms 1 to 5:
1. C -0.804
2. C 0.568
3. O -0.693
4. O -0.738
5. H 0.186



Most stable of them? two.



## one
ORCA calculation (ωB97M-V with the def2-TZVPD basis set) on a 6-piece molecular cluster, C4H20N2O7 overall.

ORCA input file:
```
! RIJCOSX wB97M-V def2-TZVPD def2/J DEFGRID3
* xyz 0 1
N 0.47542 -1.30079 3.09370
C -0.36636 -0.14402 2.83295
C -0.35642 0.35248 1.37497
C 0.87571 1.21723 1.09424
O 2.13833 0.58425 1.17074
N -1.52721 1.19483 1.07389
C -2.61132 0.53810 0.56873
O -2.67438 -0.66264 0.44582
H 0.06747 -2.09818 2.62013
H 1.41321 -1.21322 2.73271
H -0.00692 0.70550 3.42801
H -1.35763 -0.30683 3.24272
H -0.42711 -0.50042 0.70957
H 0.79282 1.71685 0.13004
H 0.81223 2.08480 1.76868
H 2.45904 0.62223 2.07286
H -1.43113 2.18481 0.96778
H -3.39798 1.26105 0.29931
O -0.97458 2.69686 -1.48004
H -0.41749 2.20868 -2.10402
H -0.97896 3.58558 -1.85211
O 0.64571 1.20804 -3.44536
H 1.43257 1.04943 -2.92177
H 0.27768 0.37389 -3.74990
O 0.55814 -1.66649 -3.09482
H 1.23978 -2.29364 -2.83329
H -0.06904 -1.69523 -2.35901
O 2.92725 -1.33144 -0.78287
H 3.81098 -0.95050 -0.80836
H 2.44484 -0.69840 -0.24374
O -1.56504 -2.80690 -1.21085
H -1.83596 -3.62393 -1.63959
H -2.37363 -2.29195 -1.10110
*
```

Kohn-Sham gap, eV: 9.6
SMILES: NC[C@H](CO)NC=O.O.O.O.O.O

These are the Mulliken partial charges, in e, on atoms 1 to 5:
1. N -0.625
2. C -1.026
3. C 0.928
4. C -1.090
5. O -0.610



## two
ORCA calculation (ωB97M-V with the def2-TZVPD basis set) on a 6-piece molecular cluster, C4H20N2O7 overall.

ORCA input file:
```
! RIJCOSX wB97M-V def2-TZVPD def2/J DEFGRID3
* xyz 0 1
N 1.03402 2.69398 0.95079
C 0.39664 2.22285 -0.26057
N -0.83989 1.41724 0.17363
C -0.91679 0.14198 -0.50341
C -1.92268 0.35835 -1.64958
O -1.69978 -0.20369 -2.70097
C -1.42959 -1.10628 0.31443
O -1.37359 -2.11602 -0.63233
H 1.45538 1.89324 1.40074
H 0.36301 3.23560 1.50559
H 1.09215 1.66383 -0.77169
H 0.17293 3.07367 -0.88233
H -1.67679 2.01684 0.08374
H 0.07860 -0.19984 -1.14356
H -2.87134 0.87198 -1.40117
H -0.65935 -1.25547 1.13136
H -2.42924 -1.07497 0.63612
H -0.57999 -2.82122 -0.37268
O 0.73904 -0.05073 -3.35986
H -0.08323 -0.39951 -3.59489
H 0.83584 0.80956 -3.64976
O -1.56531 -0.55821 3.19010
H -1.11612 -1.32478 3.06472
H -1.04572 -0.05409 2.60834
O 1.71917 -1.93577 -1.46308
H 1.21661 -1.29900 -2.03475
H 1.50718 -2.80182 -1.64946
O 1.59746 0.47990 2.99701
H 1.38154 0.02247 2.11653
H 0.84793 0.93335 3.36676
O 1.68806 -1.36134 1.18752
H 2.54606 -1.73242 1.17845
H 1.53776 -1.53967 0.16425
*
```

Kohn-Sham gap, eV: 9.0
SMILES: NCN[C@H](C=O)CO.O.O.O.O.O

These are the Mulliken partial charges, in e, on atoms 1 to 5:
1. N -0.667
2. C -0.578
3. N -0.335
4. C 1.824
5. C -0.224



Most stable of them? one.



## one
ORCA calculation (ωB97M-V with the def2-TZVPD basis set) on a 2-piece molecular cluster, C4H10NO overall.

ORCA input file:
```
! RIJCOSX wB97M-V def2-TZVPD def2/J DEFGRID3
* xyz 1 1
O -0.46152 0.23006 -1.65334
C -0.45829 -0.16950 -0.52831
C 0.48260 0.31667 0.49410
C 0.45650 -0.12161 1.83018
C 0.07968 0.92343 3.00843
N -0.44998 -0.75465 -4.08605
H -1.13609 -1.02937 -0.14261
H 1.34793 0.81575 0.07329
H -0.25737 -0.92080 2.05422
H 1.38642 -0.50239 2.26875
H -0.85680 1.41215 2.73186
H 0.81439 1.73304 2.99943
H -0.06310 0.44615 3.96649
H 0.36508 -0.28435 -3.75879
H -0.94472 -0.38350 -4.87861
H -0.30474 -1.71110 -4.37905
*
```

Kohn-Sham gap, eV: 4.2

These are the Mulliken partial charges, in e, on atoms 1 to 5:
1. O -0.301
2. C -0.096
3. C 0.374
4. C -0.503
5. C -1.059



## two
ORCA calculation (ωB97M-V with the def2-TZVPD basis set) on an isolated ion of composition C4H10NO and charge +1.

ORCA input file:
```
! RIJCOSX wB97M-V def2-TZVPD def2/J DEFGRID3
* xyz 1 1
C 0.49371 -0.33651 -1.38795
C 0.35293 0.31428 -0.01403
N 1.57101 -0.09268 0.78388
C -0.89917 -0.13559 0.71947
C -2.12487 0.53232 0.08037
O -2.04236 1.48506 -0.63145
H 1.30619 0.11030 -1.91894
H 0.71393 -1.39906 -1.26054
H -0.40007 -0.29133 -1.99540
H 0.36809 1.40246 -0.07632
H 1.62197 -1.09751 0.96129
H 2.43543 0.20219 0.32599
H 1.58553 0.36058 1.70093
H -1.04552 -1.21026 0.57963
H -0.87015 0.12723 1.78028
H -3.06666 0.02851 0.35279
*
```

Kohn-Sham gap, eV: 10.2
SMILES: C[C@H]([NH3+])CC=O

These are the Mulliken partial charges, in e, on atoms 1 to 5:
1. C -1.360
2. C 0.027
3. N -0.292
4. C -0.721
5. C -0.022



## three
ORCA calculation (ωB97M-V with the def2-TZVPD basis set) on a 2-piece molecular cluster, C4H10NO overall.

ORCA input file:
```
! RIJCOSX wB97M-V def2-TZVPD def2/J DEFGRID3
* xyz 1 1
C -0.83816 0.32081 -1.80674
C -0.32233 -0.85501 -1.20972
C 0.93096 -1.81472 0.71983
C -0.21523 2.32533 1.75909
N 0.37769 -0.73101 -0.14753
O 0.01402 1.12159 1.61424
H -1.97144 0.06754 -2.12589
H -0.40372 0.39120 -2.88809
H -0.16295 -1.73089 -1.88844
H 1.22451 -2.71192 0.33058
H 1.84924 -1.50510 1.21532
H 0.28081 -2.07484 1.52594
H -0.18227 2.70548 2.79285
H -0.31875 3.07098 1.05361
H 0.55744 0.23540 0.21519
H -0.81981 1.18516 -1.16026
*
```

Kohn-Sham gap, eV: 10.4

These are the Mulliken partial charges, in e, on atoms 1 to 5:
1. C -0.935
2. C 0.323
3. C -0.934
4. C -0.035
5. N 0.056



## four
ORCA calculation (ωB97M-V with the def2-TZVPD basis set) on a 2-piece molecular cluster, C4H10NO overall.

ORCA input file:
```
! RIJCOSX wB97M-V def2-TZVPD def2/J DEFGRID3
* xyz 1 1
C -0.76050 1.88055 -1.92806
C -0.39389 -0.28312 -0.78488
N -0.71688 0.40599 -1.80553
H -1.80529 2.17015 -1.82410
H -0.38108 2.14914 -2.91196
H -0.12377 2.28258 -1.14364
H -0.16279 0.24474 0.13975
H -0.47025 -1.36187 -0.84825
H -1.00633 -0.12111 -2.62671
C 1.73182 -1.16867 1.43320
C 0.55657 -1.25120 2.05094
O -0.21124 -0.13106 2.33505
H 2.25036 -2.08933 1.22780
H 2.08471 -0.21241 1.07663
H 0.16897 -2.15291 2.51664
H -0.76040 -0.36147 3.09311
*
```

Kohn-Sham gap, eV: 8.1

These are the Mulliken partial charges, in e, on atoms 1 to 5:
1. C -0.708
2. C -0.003
3. N -0.064
4. H 0.327
5. H 0.312



Most stable of them? two.



## one
ORCA calculation (ωB97M-V with the def2-TZVPD basis set) on C4H10NO as an isolated structure.

ORCA input file:
```
! RIJCOSX wB97M-V def2-TZVPD def2/J DEFGRID3
* xyz 1 1
C -1.38680 -1.27919 0.11586
C 0.35672 -0.47464 0.21186
C 1.65985 -0.50060 -0.46900
C -1.45013 1.19108 -0.05913
N -0.92317 -0.09143 -0.65291
O -0.21442 -1.62305 0.68234
H 1.74337 0.52519 1.68324
H -2.39337 -1.44923 0.45973
H 2.36116 1.09059 1.49228
H 1.98180 0.43471 -0.73727
H 1.56994 -1.12320 -1.42682
H 2.33213 -0.96944 0.18753
H -1.23698 1.17382 0.94899
H -0.87246 2.01097 -0.54974
H -2.52920 1.09534 -0.24220
H -0.99845 -0.01092 -1.64476
*
```

Kohn-Sham gap (spin up / spin down), eV: 9.1 / 8.4

These are the Mulliken partial charges, in e, on atoms 1 to 5:
1. C -0.150
2. C 0.589
3. C -1.537
4. C -0.847
5. N -0.037



## two
ORCA calculation (ωB97M-V with the def2-TZVPD basis set) on a 2-piece molecular cluster, C4H10NO overall.

ORCA input file:
```
! RIJCOSX wB97M-V def2-TZVPD def2/J DEFGRID3
* xyz 1 1
C -0.45590 1.22480 -1.13642
C -0.31044 0.13960 -0.17346
C -2.32474 -0.65798 0.37048
C 0.76255 -0.78051 0.13163
N 2.11688 0.01260 0.45294
O -0.11575 1.44819 0.23907
H 0.42377 1.23619 -1.82893
H -1.38533 1.77029 -1.36854
H -2.10956 -1.23127 1.21038
H -2.69827 -1.25294 -0.35882
H -2.58651 0.31949 0.38607
H 0.98143 -1.52942 -0.69700
H 0.53721 -1.20701 1.13626
H 1.74879 0.84110 0.93102
H 2.53082 0.11184 -0.43207
H 2.88506 -0.44497 1.13741
*
```

Kohn-Sham gap, eV: 9.2

These are the Mulliken partial charges, in e, on atoms 1 to 5:
1. C -0.385
2. C 0.574
3. C -0.915
4. C -0.690
5. N -0.375



## three
ORCA calculation (ωB97M-V with the def2-TZVPD basis set) on a 2-piece molecular cluster, C4H10NO overall.

ORCA input file:
```
! RIJCOSX wB97M-V def2-TZVPD def2/J DEFGRID3
* xyz 1 1
C -0.45386 -1.52766 0.18774
C 0.19344 -0.57740 -0.45131
C -0.46908 0.17631 -1.58895
C 0.09525 1.02652 1.74749
N 1.27208 0.00464 -0.07478
O -0.82544 0.16171 1.77414
H 0.14437 -2.05530 0.91480
H -1.35134 -2.12503 -0.15061
H -1.49122 -0.11143 -1.82036
H 0.03623 0.05432 -2.48384
H -0.54661 1.18596 -1.50328
H 0.87240 0.77922 2.42471
H -0.14159 2.10443 1.46845
H 1.79140 -0.46447 0.57724
H 1.71175 0.70026 -0.68864
H -1.72933 0.13925 1.16083
*
```

Kohn-Sham gap, eV: 8.6

These are the Mulliken partial charges, in e, on atoms 1 to 5:
1. C -0.915
2. C 0.707
3. C -1.641
4. C -0.098
5. N -0.322



Most stable of them? three.